No. 1
Here is a cluster of 3 separate species, C3H11O3S in total from the Open Molecules 2025 dataset. Energies are from wB97M-V/def2-TZVPD.

Atoms and positions in Å:
C -0.80 -0.58 0.18
O -0.49 0.63 0.63
C 0.41 -1.47 -0.21
C 1.13 -0.65 -1.18
S 1.68 -1.55 -2.65
H -1.65 -0.54 -0.55
H -1.52 -1.24 0.86
H 1.21 -1.87 0.53
H -0.12 -2.42 -0.52
H 1.97 -0.17 -0.63
H 0.46 0.24 -1.54
H 2.04 -0.53 -3.54
H -2.78 2.50 0.84
H -1.50 1.91 0.26
O -2.08 2.77 0.27
H 0.36 1.22 3.10
H 0.52 0.85 1.65
O 1.16 0.89 2.49

Properties
* LUMO energy: 3.09 eV
* HOMO: -4.19 eV
* relative energy (zero: lowest compared OMol25 entry of this formula, charge and spin): 33.1 kcal per mole
* net charge: -1

No. 2
Here is a cluster of 2 separate species, C3H11OPSi in total from the Open Molecules 2025 dataset. Energies are from wB97M-V/def2-TZVPD.

Atoms and positions in Å:
C 0.12 1.77 1.33
C 0.16 0.13 -1.63
C -2.00 -0.77 0.39
O 3.00 -1.01 -0.18
Si -0.15 0.13 0.39
P 1.20 -1.54 1.42
H 0.92 2.50 1.06
H -0.75 2.37 1.02
H 0.17 1.61 2.38
H -0.20 1.14 -1.98
H 1.21 0.14 -1.88
H -0.45 -0.58 -2.13
H -2.14 -1.78 0.48
H -2.46 -0.16 1.24
H -2.51 -0.43 -0.55
H 3.68 -1.68 0.24
H 0.56 -2.68 0.77

Properties
* LUMO energy: -1.18 eV
* HOMO: -9.37 eV
* relative energy (zero: lowest compared OMol25 entry of this formula, charge and spin): 92.6 kcal per mole
* net charge: 0

No. 3
Here is the ion C3H11P2S with charge +1 from the Open Molecules 2025 dataset. Energies are from wB97M-V/def2-TZVPD.

Atoms and positions in Å:
C -0.12 0.33 1.67
C 2.37 -0.07 0.13
C -1.77 1.00 -1.34
P -0.17 -2.44 -0.08
P 0.56 -0.34 0.13
S 0.04 0.88 -1.52
H 0.31 1.40 1.69
H 0.17 -0.37 2.49
H -1.26 0.20 1.83
H 2.28 0.98 -0.47
H 2.91 -0.82 -0.37
H 2.88 0.02 1.12
H -2.17 -0.01 -1.19
H -2.03 1.48 -2.34
H -2.22 1.73 -0.51
H -1.43 -1.78 0.22
H -0.36 -2.19 -1.44

Properties
* LUMO energy: -3.73 eV
* HOMO: -13.72 eV
* relative energy (zero: lowest compared OMol25 entry of this formula, charge and spin): 0.0 kcal per mole
* net charge: +1

No. 4
Here is a structure of composition C3H12BF4LiO3 from the Open Molecules 2025 dataset. Energies are from wB97M-V/def2-TZVPD.

Atoms and positions in Å:
Li -35.16 -17.80 21.90
B -37.15 -16.48 20.26
F -37.39 -15.23 20.99
F -36.11 -16.31 19.45
F -36.97 -17.53 21.09
F -38.30 -16.73 19.48
C -34.62 -19.44 19.48
O -33.98 -18.91 20.65
H -35.68 -19.69 19.46
H -34.16 -20.35 19.10
H -34.21 -18.67 18.77
H -33.06 -18.92 20.71
C -35.09 -20.48 23.61
O -35.66 -19.13 23.78
H -35.16 -20.83 22.56
H -35.62 -21.23 24.15
H -34.29 -20.59 24.13
H -36.35 -18.99 24.37
C -33.89 -15.47 22.31
O -34.69 -16.28 22.93
H -34.29 -14.46 22.35
H -33.97 -15.79 21.09
H -32.95 -15.47 22.48
H -34.91 -16.09 23.98

Properties
* LUMO energy: -0.30 eV
* HOMO: -10.57 eV
* relative energy (zero: lowest compared OMol25 entry of this formula, charge and spin): 44.5 kcal per mole
* net charge: 0

No. 5
Here is a structure of composition C3H12BF4LiO3 from the Open Molecules 2025 dataset. Energies are from wB97M-V/def2-TZVPD.

Atoms and positions in Å:
Li 29.58 46.95 29.86
B 29.00 43.98 29.86
F 28.03 43.11 30.33
F 30.36 43.43 29.78
F 28.67 44.49 28.65
F 29.03 45.16 30.62
C 31.54 47.28 27.49
O 30.81 46.55 28.42
H 31.68 48.36 27.80
H 30.93 47.39 26.65
H 32.57 46.88 27.22
H 30.60 45.66 28.21
C 29.45 47.96 32.22
O 30.05 48.47 31.05
H 30.08 47.13 32.50
H 28.49 47.64 31.98
H 29.24 48.56 33.10
H 30.46 49.34 31.17
C 27.04 48.53 27.86
O 27.44 47.56 28.90
H 27.45 48.68 26.87
H 27.08 49.50 28.22
H 25.94 48.23 27.58
H 26.67 47.60 29.44

Properties
* LUMO energy: -0.30 eV
* HOMO: -11.27 eV
* relative energy (zero: lowest compared OMol25 entry of this formula, charge and spin): 0.0 kcal per mole
* net charge: 0

No. 6
Here is a structure of composition C3H12F2NNiO6 from the Open Molecules 2025 dataset. Energies are from wB97M-V/def2-TZVPD.

Atoms and positions in Å:
Ni 0.01 -0.91 -2.06
N 3.01 -2.17 -1.77
O 1.77 -2.03 -2.02
O 3.43 -3.32 -1.52
O 3.74 -1.19 -1.86
F 0.98 0.56 -3.02
F 0.46 -0.09 -0.27
C -1.53 0.95 2.23
O -0.29 0.26 2.26
H -2.16 0.45 1.48
H -1.89 1.10 3.25
H -1.39 1.97 1.87
H -0.12 -0.02 1.33
C -0.28 -3.17 0.07
O -0.97 -2.59 -1.03
H 0.75 -2.81 0.10
H -0.70 -3.09 1.07
H -0.13 -4.25 -0.06
H -1.89 -2.79 -0.82
C -0.41 4.17 0.37
O -0.08 3.14 -0.57
H 0.07 3.97 1.33
H -0.09 5.11 -0.07
H -1.50 4.21 0.42
H -0.80 2.54 -0.73

Properties
* 2S+1: 3
* LUMO energy (alpha / beta): 2.11 / 1.98 eV
* HOMO (alpha / beta): -5.40 / -5.39 eV
* relative energy (zero: lowest compared OMol25 entry of this formula, charge and spin): 23.2 kcal per mole
* net charge: -1

No. 7
Here is a structure of composition C3H12FN6O3Sr2 from the Open Molecules 2025 dataset. Energies are from wB97M-V/def2-TZVPD.

Atoms and positions in Å:
Sr -0.09 -1.65 2.77
Sr 3.15 -0.09 1.15
F 0.77 -1.18 0.46
C 0.54 2.00 2.87
O 0.80 0.91 2.44
N 1.46 2.70 3.33
N -0.67 2.52 2.95
H 2.33 2.18 3.40
H 1.28 3.67 3.54
H -1.44 1.93 2.67
H -0.86 3.50 3.12
C -0.42 -3.33 -1.91
O -0.95 -4.21 -2.68
N 0.87 -3.23 -1.65
N -1.08 -2.39 -1.36
H 1.45 -3.89 -2.13
H 1.19 -2.53 -1.00
H -2.08 -2.42 -1.50
H -0.61 -1.84 -0.65
C -0.93 1.40 -2.20
O -1.59 2.23 -2.73
N -0.14 0.55 -2.80
N -1.01 1.05 -0.98
H 0.03 -0.35 -2.36
H 0.06 0.67 -3.78
H -0.36 0.35 -0.63
H -1.68 1.45 -0.34

Properties
* LUMO energy: -13.19 eV
* HOMO: -16.36 eV
* net charge: +3

No. 8
Here is a structure of composition C3H12FeN6O11S2 from the Open Molecules 2025 dataset. Energies are from wB97M-V/def2-TZVPD.

Atoms and positions in Å:
Fe 0.15 -0.43 -1.07
S -2.69 -1.70 -4.33
O -3.54 -2.88 -4.57
O -1.27 -2.04 -4.21
O -2.84 -0.66 -5.33
O -2.88 -1.18 -3.01
S 0.39 4.87 -3.33
O 0.47 3.60 -2.58
O -0.40 4.69 -4.56
O -0.14 5.86 -2.47
O 1.72 5.25 -3.79
C -1.59 -5.93 1.14
O -1.02 -4.90 0.88
N -1.10 -6.91 1.80
N -2.80 -6.07 0.93
H -0.13 -6.91 2.07
H -1.72 -7.67 2.06
H -3.28 -5.34 0.42
H -3.16 -7.01 1.00
C 5.65 0.41 -0.07
O 4.59 -0.27 -0.17
N 6.78 -0.03 0.39
N 5.52 1.67 0.15
H 6.82 -1.04 0.36
H 7.53 0.51 -0.02
H 4.73 2.16 -0.24
H 6.24 2.14 0.69
C -2.65 3.31 3.23
O -2.33 2.26 2.67
N -3.39 3.39 4.28
N -2.23 4.43 2.88
H -3.68 2.58 4.80
H -3.05 4.17 4.82
H -1.99 4.47 1.90
H -2.73 5.21 3.27

Properties
* 2S+1: 9
* LUMO energy (alpha / beta): 3.65 / 1.23 eV
* HOMO (alpha / beta): -0.52 / -1.23 eV
* net charge: -2

No. 9
Here is a cluster of 2 separate species, C3H12N in total from the Open Molecules 2025 dataset. Energies are from wB97M-V/def2-TZVPD.

Atoms and positions in Å:
N -1.31 -0.46 -2.07
H -0.71 -1.19 -1.74
H -2.23 -0.84 -2.33
H -1.61 0.27 -1.42
H -0.98 -0.01 -2.93
C -0.61 0.61 1.19
C 0.49 -0.41 0.93
C 1.79 0.30 0.52
H -0.36 1.28 2.02
H -1.57 0.14 1.42
H -0.84 1.19 0.29
H 0.19 -0.97 0.04
H 0.66 -1.09 1.76
H 2.46 -0.37 -0.02
H 1.50 1.10 -0.16
H 2.38 0.64 1.37

Properties
* LUMO energy: -4.44 eV
* HOMO: -15.24 eV
* relative energy (zero: lowest compared OMol25 entry of this formula, charge and spin): 13.6 kcal per mole
* net charge: +1

No. 10
Here is a cluster of 2 separate species, C3H12N2O in total from the Open Molecules 2025 dataset. Energies are from wB97M-V/def2-TZVPD.

Atoms and positions in Å:
C 0.02 -1.67 -0.62
C 0.24 -0.09 -0.55
C -0.95 0.49 0.20
N -0.99 2.01 0.36
N 1.25 -2.24 -1.10
H -0.03 -2.09 0.36
H -0.93 -1.79 -1.28
H 1.11 0.17 -0.07
H 0.47 0.34 -1.49
H -0.97 0.11 1.20
H -1.95 0.23 -0.23
H -0.86 2.42 -0.60
H -2.01 2.29 0.49
H 1.60 -1.68 -1.95
H 1.18 -3.21 -1.54
H 0.61 1.79 1.62
H 0.87 1.17 2.91
O 1.34 1.75 2.30

Properties
* 2S+1: 2
* LUMO energy (alpha / beta): 3.90 / 3.80 eV
* HOMO (alpha / beta): 1.16 / -5.72 eV
* relative energy (zero: lowest compared OMol25 entry of this formula, charge and spin): 20.4 kcal per mole
* net charge: -1

No. 11
Here is a cluster of 2 separate species, C3H12N2O in total from the Open Molecules 2025 dataset. Energies are from wB97M-V/def2-TZVPD.

Atoms and positions in Å:
C 0.08 0.26 1.54
N -1.13 0.31 0.82
C 0.95 -0.52 0.60
N 2.41 -0.75 1.07
H 0.05 -0.20 2.57
H 0.57 1.25 1.77
H -1.74 0.99 1.29
H -1.07 0.13 -0.82
H 1.04 0.14 -0.30
H 0.51 -1.52 0.41
H 2.93 -1.28 0.36
H 2.76 0.21 1.11
H 2.46 -1.21 1.98
C -2.02 0.43 -2.52
O -0.88 -0.05 -1.80
H -2.15 -0.16 -3.43
H -2.89 0.48 -1.87
H -1.89 1.49 -2.77

Properties
* 2S+1: 2
* LUMO energy (alpha / beta): 4.07 / 4.05 eV
* HOMO (alpha / beta): -0.26 / -2.64 eV
* relative energy (zero: lowest compared OMol25 entry of this formula, charge and spin): 55.2 kcal per mole
* net charge: -1

No. 12
Here is a cluster of 2 separate species, C3H12N2O in total from the Open Molecules 2025 dataset. Energies are from wB97M-V/def2-TZVPD.

Atoms and positions in Å:
C -0.03 -2.24 -0.60
C 0.55 -0.80 -0.80
C -0.35 -0.10 -1.87
N -0.47 1.37 -1.84
N -1.45 -2.31 -0.35
H 0.38 -2.79 -1.44
H 0.52 -2.56 0.28
H 0.60 -0.18 0.09
H 1.59 -0.78 -1.19
H -1.34 -0.46 -1.48
H -0.25 -0.59 -2.86
H 0.40 1.68 -1.40
H -0.36 1.78 -2.76
H -1.59 -2.21 0.65
H -1.96 -3.14 -0.61
H 1.76 4.29 4.77
H 0.86 3.16 3.93
O 1.48 3.39 4.63

Properties
* LUMO energy: 0.87 eV
* SMILES: NCCCN.O
* HOMO: -8.63 eV
* relative energy (zero: lowest compared OMol25 entry of this formula, charge and spin): 27.3 kcal per mole
* net charge: 0

No. 13
Here is a cluster of 2 separate species, C3H12N2O in total from the Open Molecules 2025 dataset. Energies are from wB97M-V/def2-TZVPD.

Atoms and positions in Å:
N 2.22 0.14 -0.24
C 0.79 0.24 -0.32
C 0.09 -1.05 0.09
C -1.40 -0.97 -0.07
N -1.98 -2.37 0.03
H 2.59 -0.64 0.29
H 2.69 0.95 0.12
H 0.36 1.07 0.26
H 0.47 0.56 -1.32
H 0.43 -1.30 1.09
H 0.50 -1.79 -0.61
H -1.89 -0.38 0.70
H -1.68 -0.70 -1.09
H -2.47 -2.58 -0.83
H -2.55 -2.50 0.86
H 0.06 3.54 -0.48
H -0.27 3.28 1.03
O 0.43 3.36 0.39

Properties
* LUMO energy: 0.74 eV
* SMILES: NCCCN.O
* HOMO: -8.70 eV
* relative energy (zero: lowest compared OMol25 entry of this formula, charge and spin): 15.2 kcal per mole
* net charge: 0

No. 14
Here is a cluster of 2 separate species, C3H12N2O in total from the Open Molecules 2025 dataset. Energies are from wB97M-V/def2-TZVPD.

Atoms and positions in Å:
N 0.23 2.26 1.57
C 0.34 0.79 1.80
C -0.67 -0.02 1.01
N -0.22 -0.81 -0.11
C -1.32 -1.12 -1.00
H 0.00 2.72 0.68
H 1.22 2.49 1.70
H 1.40 0.42 1.63
H 0.27 0.39 2.81
H -1.15 -0.74 1.77
H -1.65 0.53 0.71
H 0.43 -1.58 0.15
H -1.09 -2.18 -1.28
H -2.33 -0.96 -0.65
H -1.22 -0.73 -2.03
H 1.62 0.30 -2.95
H 2.12 -1.25 -2.56
O 2.01 -0.52 -3.26

Properties
* LUMO energy: 0.81 eV
* SMILES: CNCCN.O
* HOMO: -8.52 eV
* relative energy (zero: lowest compared OMol25 entry of this formula, charge and spin): 48.7 kcal per mole
* net charge: 0

No. 15
Here is a cluster of 3 separate species, C3H12N2O in total from the Open Molecules 2025 dataset. Energies are from wB97M-V/def2-TZVPD.

Atoms and positions in Å:
C 2.17 0.56 0.26
N 1.06 0.75 -0.63
O 1.11 -1.62 -0.99
H 1.29 -1.39 -1.91
H 0.46 1.46 -0.21
H 2.87 -0.18 -0.12
H 2.67 1.55 0.35
H 1.90 0.28 1.28
C -1.86 0.23 -0.86
C -1.03 -0.33 1.37
N -0.77 -0.26 -0.04
H -0.15 -1.07 -0.50
H -1.54 0.24 -1.91
H -2.14 1.25 -0.58
H -2.75 -0.40 -0.78
H -1.28 0.66 1.78
H -1.87 -1.00 1.61
H -0.15 -0.71 1.89

Properties
* LUMO energy (alpha / beta): -1.21 / -0.87 eV
* HOMO (alpha / beta): -8.10 / -7.59 eV
* relative energy (zero: lowest compared OMol25 entry of this formula, charge and spin): 124.0 kcal per mole
* net charge: 0

No. 16
Here is a cluster of 2 separate species, C3H12N2O in total from the Open Molecules 2025 dataset. Energies are from wB97M-V/def2-TZVPD.

Atoms and positions in Å:
N -1.05 -0.41 -0.72
C 0.01 0.13 0.24
C 0.76 -1.13 0.86
C -0.69 0.97 1.30
N -1.74 1.84 0.86
H -0.43 -0.66 -1.47
H -1.42 0.49 -1.20
H 0.69 0.85 -0.27
H 1.55 -0.74 1.58
H 1.32 -1.72 0.10
H 0.08 -1.82 1.46
H -1.19 0.29 2.06
H -0.04 1.53 2.02
H -1.45 2.43 0.12
H -2.68 1.32 0.73
H 1.87 -1.23 -3.33
H 2.61 -1.20 -1.93
O 1.77 -0.95 -2.39

Properties
* LUMO energy: 0.56 eV
* SMILES: C[C@@H](N)CN.O
* HOMO: -8.91 eV
* relative energy (zero: lowest compared OMol25 entry of this formula, charge and spin): 19.9 kcal per mole
* net charge: 0

No. 17
Here is a cluster of 2 separate species, C3H12N2O in total from the Open Molecules 2025 dataset. Energies are from wB97M-V/def2-TZVPD.

Atoms and positions in Å:
N 0.33 -0.02 0.93
C -0.37 0.04 -0.32
C 0.14 -0.97 -1.35
C -1.86 -0.16 -0.05
N -2.38 0.78 0.94
H 0.20 -0.89 1.42
H 1.31 0.27 0.93
H -0.24 1.04 -0.73
H -0.26 -0.81 -2.36
H 1.22 -0.88 -1.43
H -0.13 -1.98 -1.04
H -1.99 -1.19 0.32
H -2.41 -0.06 -0.99
H -3.06 1.41 0.55
H -1.63 1.29 1.38
H 3.73 1.49 0.72
H 3.97 -0.02 0.72
O 3.39 0.66 0.36

Properties
* LUMO energy: 0.64 eV
* SMILES: C[C@H](N)CN.O
* HOMO: -8.53 eV
* relative energy (zero: lowest compared OMol25 entry of this formula, charge and spin): 0.5 kcal per mole
* net charge: 0

No. 18
Here is a cluster of 2 separate species, C3H12N2O2 in total from the Open Molecules 2025 dataset. Energies are from wB97M-V/def2-TZVPD.

Atoms and positions in Å:
C 2.07 -0.45 0.37
C 1.41 0.01 -0.95
O 0.13 -0.54 -1.12
N 1.55 0.21 1.55
C 0.12 0.09 1.75
N -0.67 1.06 0.98
H 1.92 -1.52 0.48
H 3.14 -0.32 0.31
H 2.02 -0.20 -1.82
H 1.36 1.10 -0.82
H -0.51 0.14 -0.84
H 1.76 1.20 1.52
H -0.23 -0.88 1.43
H -0.11 0.24 2.81
H -0.27 1.95 0.74
H -1.60 1.15 1.37
H -2.74 -0.32 -2.04
H -3.89 -0.98 -1.31
O -3.69 -0.44 -2.09

Properties
* LUMO energy: 0.76 eV
* SMILES: NCNCCO.O
* HOMO: -8.96 eV
* relative energy (zero: lowest compared OMol25 entry of this formula, charge and spin): 33.9 kcal per mole
* net charge: 0

No. 19
Here is a cluster of 3 separate species, C3H12N2O2 in total from the Open Molecules 2025 dataset. Energies are from wB97M-V/def2-TZVPD.

Atoms and positions in Å:
C -1.29 0.65 0.64
C -0.75 0.51 -0.78
N 0.36 -0.42 -0.85
C 0.36 -1.53 -1.62
N 1.30 -2.39 -1.55
H -0.45 0.91 1.29
H -2.10 1.37 0.63
H -1.68 -0.31 1.00
H -0.45 1.48 -1.17
H -1.54 0.12 -1.43
H 1.09 -0.37 -0.16
H -0.55 -1.65 -2.19
H 1.17 -3.13 -2.24
H 3.00 -1.46 -0.99
H 4.33 -1.71 -1.63
O 3.96 -1.35 -0.81
H -2.39 3.86 3.89
H -2.47 2.38 4.21
O -1.91 3.03 3.76

Properties
* LUMO energy: 0.74 eV
* SMILES: [H]/N=C/NCC.O.O
* HOMO: -9.03 eV
* relative energy (zero: lowest compared OMol25 entry of this formula, charge and spin): 20.4 kcal per mole
* net charge: 0

No. 20
Here is a cluster of 3 separate species, C3H12N2O2 in total from the Open Molecules 2025 dataset. Energies are from wB97M-V/def2-TZVPD.

Atoms and positions in Å:
C 0.19 -0.65 -1.81
C -0.46 -0.55 -0.47
C -0.49 0.66 0.15
N -1.54 0.93 1.13
N -1.16 -1.63 0.04
H -0.46 -0.47 -2.67
H 0.61 -1.64 -2.02
H 1.04 0.03 -1.86
H 0.26 1.36 -0.18
H -1.36 1.88 1.41
H -2.41 0.99 0.61
H -1.66 -1.52 0.90
H -0.72 -2.53 -0.03
H -0.70 -0.36 2.63
H 0.34 -1.19 3.41
O -0.61 -1.07 3.31
H 3.59 2.32 -1.13
H 2.51 1.37 -1.51
O 3.03 2.08 -1.89

Properties
* LUMO energy: 0.61 eV
* SMILES: C/C(N)=C/N.O.O
* HOMO: -7.68 eV
* relative energy (zero: lowest compared OMol25 entry of this formula, charge and spin): 33.4 kcal per mole
* net charge: 0

DFT total energy readings, ordered: -744.78990; -826.86827; -1201.51326; -779.22057; -779.29145; -2335.61836; -836.10757; -3337.42074; -175.97588; -306.16424; -306.10878; -306.20050; -306.21965; -306.16635; -306.04633; -306.21216; -306.24317; -381.46085; -381.48235; -381.46169 hartree